Formula: C37H31As2BiN8O7S2
Source: the OMol25 dataset
Level of theory: wB97M-V/def2-TZVPD

Atoms and positions in Å:
Bi -1.41317 0.72862 0.22403
S 0.51615 2.39335 7.88780
N 0.35126 0.94042 7.15312
C 0.23100 1.18527 5.83238
C -0.15205 0.22867 4.85867
C -0.48279 -1.12535 5.14421
C -1.05850 -1.87005 4.15549
C -1.35892 -1.30662 2.93559
N -1.00064 -0.03735 2.60610
C -0.50390 0.77129 3.56120
C -0.22513 2.11743 3.17850
N -0.27802 2.46499 1.84682
C 0.08481 3.73831 1.52445
C 0.52439 4.66460 2.43309
C 0.51426 4.38092 3.81442
C 0.20989 3.07819 4.18186
C 0.32763 2.59552 5.50603
N 0.53161 3.35859 6.58912
H -0.31163 -1.45419 6.14248
H -1.48868 -2.85481 4.37119
H -1.81492 -1.87633 2.15646
H -0.00755 4.07631 0.49990
H 0.83745 5.64648 2.08006
H 0.86504 5.09304 4.59556
O -2.61980 -4.16824 -3.65572
C -2.17715 -3.34435 -2.87974
C -2.79562 -3.11231 -1.50064
O -3.64447 -3.73838 -0.91385
C -2.08868 -1.96333 -1.01764
C -1.27538 -1.43182 -1.98289
O -0.71559 -0.24290 -1.83613
C -1.03238 -2.32554 -3.09462
O -0.11477 -2.32281 -3.89394
O -2.32729 -1.28745 0.05883
C 6.54565 1.51549 -0.18869
As 4.88711 0.81765 0.58622
C 3.61395 2.09691 -0.31484
C 4.79965 -0.60838 -0.72063
C 4.87860 -0.23744 -2.03152
C 4.49757 -1.13324 -3.04741
C 4.16317 -2.45105 -2.77235
C 4.38058 -2.91149 -1.46268
C 4.51083 -1.96952 -0.44248
As 4.56495 -2.67856 1.40547
C 3.49695 -4.37311 1.16289
C 6.29448 -3.60212 1.27877
H 7.33064 0.72131 -0.27987
H 6.86941 2.32710 0.49865
H 6.45285 2.00679 -1.12800
H 3.99874 2.65306 -1.21035
H 3.35729 2.78291 0.46262
H 2.73176 1.53984 -0.65950
H 4.96689 0.83529 -2.30870
H 4.32247 -0.68297 -4.05551
H 3.67583 -3.09593 -3.47235
H 4.39832 -3.97162 -1.15625
H 2.72071 -4.14891 0.47348
H 3.03840 -4.68039 2.12288
H 4.11972 -5.13500 0.71510
H 6.56838 -3.68830 0.20539
H 6.15578 -4.63056 1.72650
H 7.07271 -3.08052 1.78497
N -5.92246 -2.87855 -3.95320
C -5.93655 -1.81195 -3.03947
C -5.92835 -0.44266 -3.44596
C -5.63037 0.52345 -2.50497
C -5.32251 0.14747 -1.19875
C -5.60473 -1.17025 -0.76386
C -6.01330 -2.12904 -1.62972
S -4.69577 1.42809 -0.16928
O -5.58406 2.52456 -0.38389
O -4.37761 0.97616 1.16755
N -3.24250 1.63226 -0.88269
C -2.68581 2.45749 -1.80146
N -1.36586 2.71773 -1.63241
C -0.79021 3.68158 -2.41962
C -1.56493 4.33553 -3.37986
C -2.90062 3.91884 -3.50767
N -3.42525 2.94841 -2.79326
H -6.24442 -2.72913 -4.87809
H -5.29305 -3.63110 -3.77628
H -6.26583 -0.22644 -4.45553
H -5.57306 1.58183 -2.82090
H -5.39977 -1.38592 0.29650
H -6.26436 -3.11022 -1.29705
H 0.30488 3.83291 -2.37283
H -1.18963 5.18077 -3.94366
H -3.60375 4.41078 -4.14763

Cartesian forces, eV/Å:
-0.53 -1.04 -2.83
0.36 -0.60 -0.95
-0.23 0.86 -0.77
0.24 1.37 1.82
-1.45 -0.32 -1.86
0.60 1.95 -0.59
-1.15 -0.93 0.69
1.26 1.64 -0.60
-0.97 -1.36 1.11
0.66 -2.57 0.91
1.36 3.03 -0.54
0.32 1.47 1.76
-0.51 -1.43 0.21
0.03 0.95 1.76
0.81 0.23 -0.82
-0.78 -0.91 -1.90
0.27 -0.90 2.31
-0.37 -0.48 -0.36
0.10 -0.47 0.49
0.55 0.25 -0.12
-0.36 -0.20 -0.45
0.01 -0.58 -0.21
-0.15 -0.23 0.09
-0.42 -0.55 -0.83
0.61 0.75 0.36
-0.90 -1.45 -1.20
0.70 -0.06 0.42
-0.25 -0.53 -0.38
-0.44 0.94 -0.46
1.60 2.38 -0.01
-0.58 -0.63 0.77
0.35 -0.80 -0.09
-1.05 -0.10 0.35
-0.07 0.30 1.56
1.17 0.30 1.43
-0.05 0.29 -0.43
0.48 -0.55 -0.98
-0.83 -1.21 0.52
-0.82 0.45 -1.67
-0.57 0.90 -0.83
0.63 0.13 0.90
-0.39 0.45 0.25
1.17 -0.20 0.43
-0.41 -0.27 0.20
0.35 0.79 0.73
-0.45 -1.37 -0.67
-0.71 0.71 0.32
0.22 -0.63 -0.27
-0.41 0.10 -0.95
-0.02 -0.54 0.90
-0.41 0.65 0.36
0.14 0.10 0.30
0.29 -0.95 0.17
0.24 -0.71 0.86
0.25 -0.26 -0.65
-0.48 0.58 -0.65
-0.88 0.16 -0.56
0.50 0.06 -0.52
0.11 -0.34 0.17
-0.14 -0.15 0.67
0.32 1.14 -0.47
0.57 0.39 0.46
-0.73 1.09 1.23
-0.54 -0.48 0.60
-0.43 -1.60 0.60
0.08 0.73 -0.44
-0.73 -1.04 0.24
1.06 1.86 1.54
0.64 0.59 -2.57
-0.57 -0.83 -1.60
0.31 0.83 0.49
0.24 -0.02 -0.21
1.70 -0.29 1.39
-0.06 0.62 -0.45
0.50 1.02 -0.29
-1.08 -1.41 -0.41
-0.06 0.05 0.61
0.80 0.11 0.51
-0.48 0.21 0.25
0.18 0.12 -0.67
0.17 -0.39 0.06
0.54 0.23 -0.01
-0.02 -0.75 0.35
-0.35 -0.03 -0.54
0.11 -0.55 -0.01
-0.80 -0.08 0.37
0.07 -0.22 -0.05
-0.02 0.21 -0.69

Computed properties:
HOMO, eV: -7.607
Electronic energy, eV: -214309.5164
Energy above the lowest of the compared OMol25 structures with the same formula, charge and spin, kJ/mol: 41.7

Mulliken population analysis, charges in e, atoms 1 to 6:
1 Bi 1.7261
2 S 0.1706
3 N -0.6539
4 C 0.7327
5 C 0.0679
6 C -0.4693


Formula: C37H31BF8P2RhSbSi
Source: the OMol25 dataset
Level of theory: wB97M-V/def2-TZVPD

Atoms and positions in Å:
Rh 0.34030 0.19848 0.14006
C -3.24548 0.24052 2.54945
Si -1.85108 0.54676 1.25311
C -0.32112 0.49226 2.58781
C -0.24286 1.52730 3.51113
C 0.43341 1.34453 4.70810
C 1.05188 0.13571 4.98066
C 1.00905 -0.89750 4.05258
C 0.33316 -0.72556 2.85349
P 0.30469 -2.01549 1.54510
C 1.74372 -1.76339 0.40603
C 1.63714 -2.18466 -0.93631
C 2.76318 -2.21501 -1.74180
C 3.99773 -1.84007 -1.23590
C 4.11567 -1.44463 0.09432
C 3.00941 -1.40826 0.91679
C 0.63279 -3.54036 2.45948
C 1.70333 -4.38179 2.16416
C 1.93397 -5.48584 2.96441
C 1.08272 -5.78370 4.01813
C -0.01359 -4.97231 4.27764
C -0.24717 -3.86014 3.49451
C -2.38992 2.07336 0.18155
C -3.46941 2.83227 0.62888
C -4.13284 3.70873 -0.21240
C -3.74536 3.83783 -1.53713
C -2.66639 3.10833 -2.00304
C -1.98513 2.23873 -1.15397
P -0.47572 1.43779 -1.77678
C 0.77846 2.76379 -1.76810
C 2.10981 2.38215 -1.94899
C 3.10352 3.34005 -2.00706
C 2.77635 4.68093 -1.87096
C 1.45984 5.05990 -1.66823
C 0.45904 4.10614 -1.60943
C -0.73237 1.09053 -3.53663
C 0.22321 1.44696 -4.49156
C 0.01667 1.13847 -5.82266
C -1.12798 0.45506 -6.20542
C -2.07619 0.09269 -5.25763
C -1.87704 0.38639 -3.92162
H -3.21397 0.96340 3.36400
H -3.14399 -0.75158 2.98065
H -4.22494 0.28635 2.08142
H -0.72621 2.47062 3.30581
H 0.45980 2.14957 5.42745
H 1.58808 -0.00227 5.90644
H 1.50616 -1.83383 4.25823
H 0.70055 -2.53809 -1.34044
H 2.67297 -2.54229 -2.76618
H 4.87052 -1.86960 -1.86950
H 5.07771 -1.16205 0.49464
H 3.11077 -1.10751 1.95045
H 2.36129 -4.16570 1.33592
H 2.78003 -6.12480 2.76225
H 1.25844 -6.66056 4.62284
H -0.68925 -5.21529 5.08248
H -1.10927 -3.23348 3.67068
H -3.79580 2.74833 1.65243
H -4.95834 4.29134 0.16606
H -4.27827 4.50103 -2.20196
H -2.34781 3.20128 -3.03369
H 2.34830 1.32814 -2.05167
H 4.13111 3.04377 -2.15060
H 3.55145 5.42969 -1.91275
H 1.20558 6.10369 -1.55919
H -0.56374 4.40884 -1.44853
H 1.10988 1.98854 -4.19767
H 0.75027 1.42648 -6.56085
H -1.27894 0.20298 -7.24340
H -2.96219 -0.44326 -5.56338
H -2.60012 0.07786 -3.17750
F -1.23837 -1.42116 -1.20632
Sb -2.29535 -3.05069 -0.81618
F -3.72620 -1.99756 -1.46397
F -2.53721 -2.39562 0.98949
F -3.33229 -4.56282 -0.45425
F -0.70437 -3.88793 -0.08124
F -1.71426 -3.61032 -2.53064
F 1.27612 2.86471 1.21570
B 1.64472 1.57919 1.19786
F 2.61773 1.36366 2.08335

Cartesian forces, eV/Å:
0.39 -0.33 0.40
0.21 -0.71 -1.19
0.61 1.33 1.28
-0.31 -0.43 -1.28
0.17 0.37 0.10
-0.24 0.19 -0.14
0.04 -0.28 -0.17
0.07 0.24 0.35
0.44 -0.16 -0.44
-0.69 0.22 0.03
0.37 -0.23 0.72
-0.04 0.05 0.11
0.08 0.12 -0.02
-0.05 0.03 0.27
0.27 0.08 -0.17
-0.39 0.04 -0.22
0.07 -0.03 -0.17
-0.14 0.32 0.18
-0.01 -0.23 0.03
-0.02 0.06 -0.06
0.01 -0.13 0.00
0.14 0.15 -0.22
0.09 -1.14 0.02
0.01 0.03 0.11
0.05 0.21 -0.03
-0.03 -0.03 0.09
0.08 -0.14 0.04
0.04 -0.04 -0.23
0.54 0.91 1.54
-0.21 -0.04 -0.19
-0.22 -0.08 0.07
0.09 -0.01 0.07
0.00 0.05 0.04
0.08 0.10 0.03
0.01 -0.18 -0.15
0.07 -0.65 0.20
-0.08 0.15 0.30
-0.09 -0.11 -0.08
0.01 0.07 0.10
-0.02 -0.11 -0.09
0.12 0.12 0.13
0.37 0.25 -0.16
0.12 -0.11 0.03
-0.11 0.00 -0.10
-0.03 0.18 0.01
0.02 0.03 0.06
0.05 0.00 0.11
0.07 -0.06 0.02
-0.01 0.09 0.10
-0.02 -0.05 -0.08
0.10 0.00 -0.05
0.11 0.01 -0.01
-0.01 -0.01 0.04
0.08 0.03 -0.06
0.06 -0.07 -0.05
0.05 -0.04 0.07
-0.08 -0.03 0.08
-0.11 0.06 0.10
-0.17 -0.10 0.15
-0.10 0.03 0.04
-0.04 0.05 -0.03
-0.02 0.04 -0.02
0.11 -0.03 -0.04
0.11 -0.03 -0.03
0.08 0.08 -0.02
0.01 0.08 0.03
-0.06 0.06 0.02
0.03 0.01 -0.04
0.05 0.02 -0.04
-0.05 -0.02 -0.10
-0.07 -0.04 0.01
-0.06 -0.06 0.00
-0.19 -0.16 0.45
0.83 -0.08 0.09
0.15 -0.31 0.22
-0.39 0.16 -0.71
0.08 0.28 -0.16
-0.67 0.33 -0.56
-0.37 0.12 0.49
-0.16 -0.38 -0.58
-1.15 0.74 0.19
-0.12 -0.88 -0.81

Computed properties:
Total charge: +1
HOMO (spin up / spin down), eV: -10.761 / -10.719
Electronic energy, eV: -97288.8766
2S+1: 2

Mulliken population analysis, charges in e, atoms 1 to 6:
1 Rh 0.2360
2 C -1.5534
3 Si 0.7288
4 C -1.5076
5 C 0.2863
6 C -0.9880


Formula: C37H31Cl3HfN5O4PS3
Source: the OMol25 dataset
Level of theory: wB97M-V/def2-TZVPD

Atoms and positions in Å:
Hf -0.20060 0.22636 -0.18041
N -5.50228 0.84315 5.71081
C -4.65745 1.17508 4.67006
C -3.81222 2.28585 4.76888
C -2.96710 2.62037 3.73353
C -2.95153 1.84114 2.58083
C -3.82475 0.76851 2.44539
C -4.67740 0.44188 3.48015
S -1.82802 2.22009 1.29716
O -1.87868 3.62084 1.02967
O -2.16751 1.29292 0.17590
N -0.37280 1.61844 1.59069
C 0.57352 2.22352 2.39187
N 0.20016 3.17549 3.24827
C 1.17402 3.71061 3.98039
C 2.49010 3.30421 3.88482
C 2.75208 2.28370 2.98361
N 1.80835 1.73764 2.23095
H -5.23864 1.18871 6.61792
H -5.80920 -0.11462 5.73512
H -3.81846 2.87931 5.67537
H -2.30374 3.46978 3.81282
H -3.82652 0.19523 1.52865
H -5.36442 -0.39006 3.37988
H 0.87984 4.49621 4.66822
H 3.27106 3.75072 4.48200
H 3.75496 1.89165 2.85299
Cl -6.08520 -0.23015 -4.85585
C -4.72457 -0.43445 -3.79388
C -3.77626 0.56831 -3.69661
C -2.70967 0.38215 -2.83752
Cl -1.45009 1.57572 -2.76399
C -2.55813 -0.76288 -2.04078
O -1.53414 -0.90740 -1.22426
C -3.51755 -1.76671 -2.22123
Cl -3.31951 -3.26235 -1.37946
C -4.59640 -1.60925 -3.07513
H -3.85824 1.47309 -4.28070
H -5.32247 -2.40234 -3.17850
C -3.96408 -5.54026 1.45760
C -2.58720 -5.55256 1.29651
C -1.83874 -4.41149 1.55998
C -2.46079 -3.24240 1.98354
C -3.85080 -3.23617 2.12144
C -4.59733 -4.37555 1.87466
P -1.57983 -1.66362 2.22307
C -1.76106 -1.36315 4.02892
C -2.51684 -2.14397 4.90040
C -2.60664 -1.81421 6.24755
C -1.94314 -0.70117 6.74262
C -1.18455 0.07999 5.88191
C -1.09699 -0.24700 4.53850
C 0.19065 -2.04432 2.11842
C 0.85601 -2.94945 2.95271
C 2.22335 -3.10248 2.84288
C 2.92692 -2.34497 1.90355
C 2.25776 -1.45430 1.08363
C 0.86416 -1.27325 1.16777
H -4.54358 -6.43090 1.25151
H -2.08920 -6.45442 0.96314
H -0.76534 -4.43133 1.42295
H -4.35288 -2.32176 2.42044
H -5.67355 -4.35265 1.98948
H -3.02513 -3.02831 4.54058
H -3.18647 -2.44311 6.91243
H -2.00973 -0.44817 7.79352
H -0.66033 0.95121 6.25522
H -0.49841 0.36842 3.87609
H 0.30274 -3.51582 3.69469
H 2.74778 -3.79625 3.48817
H 4.00328 -2.44895 1.82721
H 2.83626 -0.86830 0.37516
S 3.28867 2.45190 -2.46811
C 2.03347 2.05022 -1.55739
N 1.11231 1.74558 -0.88454
C 2.45398 -2.69764 -2.63170
S 0.79584 -2.17207 -2.24638
C 0.22549 -1.79084 -3.89195
O 1.06361 -0.78843 -1.64112
H 2.97105 -1.91046 -3.17826
H 2.39736 -3.61842 -3.21283
H 2.95191 -2.88958 -1.68320
H 0.24516 -2.70768 -4.48184
H 0.88331 -1.03134 -4.31287
H -0.79476 -1.42066 -3.82113

Cartesian forces, eV/Å:
-0.10 0.07 0.34
-0.06 -0.02 0.04
0.06 0.01 -0.05
0.00 -0.01 0.03
0.03 0.04 -0.03
-0.05 -0.04 -0.01
-0.04 -0.02 -0.06
0.03 0.06 0.04
-0.09 0.02 0.04
0.06 -0.04 0.01
0.08 0.18 0.05
-0.09 0.00 -0.01
-0.03 -0.07 -0.05
0.06 -0.02 0.04
-0.07 0.00 -0.06
0.09 0.01 0.05
-0.08 -0.02 -0.07
0.06 0.07 0.08
0.02 0.02 0.02
-0.02 -0.03 -0.01
0.01 0.00 0.00
0.02 0.00 -0.01
-0.01 0.01 0.00
0.00 0.00 0.00
-0.02 -0.01 0.01
-0.01 0.00 0.01
0.01 -0.01 0.00
0.02 0.01 0.01
-0.04 -0.01 -0.03
0.00 -0.05 0.03
0.04 0.07 -0.03
-0.05 -0.04 -0.09
0.01 0.07 0.00
-0.23 -0.24 -0.16
-0.05 -0.02 -0.03
0.02 -0.01 0.04
0.04 0.03 0.02
0.00 0.00 0.00
0.00 0.00 0.00
-0.01 0.01 0.00
0.00 0.01 0.00
0.02 -0.02 0.01
-0.04 0.00 -0.01
-0.01 0.02 -0.01
0.03 -0.02 -0.02
0.07 0.03 0.11
-0.06 -0.05 0.02
0.06 0.00 0.01
0.01 0.00 0.00
-0.04 -0.02 0.00
0.02 0.03 -0.01
0.02 0.02 -0.01
0.01 -0.01 -0.01
-0.02 0.04 0.03
0.04 0.03 -0.05
-0.03 -0.05 0.06
0.00 -0.01 -0.02
0.12 -0.06 -0.08
0.00 0.00 0.00
0.00 0.00 0.00
0.01 0.00 0.00
0.01 -0.01 0.00
0.00 0.00 0.00
-0.02 -0.01 -0.03
0.00 0.01 0.00
0.00 0.00 0.00
0.00 0.00 -0.01
-0.03 -0.03 0.01
-0.01 0.01 -0.01
0.01 0.00 0.00
0.00 0.00 0.00
-0.02 0.01 0.00
-0.20 -0.06 0.13
0.25 0.09 -0.13
0.02 0.07 -0.04
0.01 -0.13 -0.09
0.09 0.26 0.19
0.08 -0.10 -0.09
0.09 -0.16 -0.20
-0.05 0.03 0.00
0.03 0.01 0.00
-0.03 0.01 0.02
-0.01 0.02 -0.01
-0.01 0.01 0.00
0.00 0.00 0.05

Computed properties:
HOMO, eV: -8.151
Electronic energy, eV: -135186.3477
Energy above the lowest of the compared OMol25 structures with the same formula, charge and spin, kJ/mol: 0.0

Mulliken population analysis, charges in e, atoms 1 to 6:
1 Hf 0.6944
2 N -0.5630
3 C 0.7737
4 C -0.8682
5 C -0.4143
6 C -0.2796